1:
Entry from OMol25: an isolated molecule of C5H4O (ωB97M-V/def2-TZVPD).

XYZ file:
```
10
Properties=species:S:1:pos:R:3:nbo_charge:R:1
C -1.34 -0.07 0.91 -0.35
C -1.83 -1.20 1.32 0.09
C -0.55 1.09 0.65 -0.20
C 0.54 0.41 0.17 -0.17
C -0.15 -0.96 0.16 0.15
O -0.33 -1.50 -1.06 -0.67
H -0.87 2.07 0.51 0.23
H 1.43 0.72 -0.40 0.23
H 0.41 -1.77 0.71 0.21
H -1.12 -1.09 -1.41 0.48
```

E_HOMO: -9.3 eV
E_LUMO: 0.32 eV

---

2:
Entry from OMol25: an isolated molecule of C5H4O (ωB97M-V/def2-TZVPD).

XYZ file:
```
10
Properties=species:S:1:pos:R:3:nbo_charge:R:1
C -0.43 -0.24 -0.19 -0.03
C 0.95 -0.66 -0.49 -0.05
C 1.90 -1.36 -0.73 -0.19
C -0.37 0.80 0.85 -0.05
C -0.48 1.64 1.71 -0.21
H -1.33 0.59 -1.77 0.48
H -0.73 -1.12 0.47 0.24
H 2.61 -2.02 -1.07 0.23
H -0.69 2.49 2.36 0.24
O -1.43 -0.13 -1.13 -0.67
```

E_HOMO: -10.0 eV
SMILES string: C#CC(O)C#C
E_LUMO: 0.68 eV

---

3:
Entry from OMol25: C5H4O as an isolated structure (ωB97M-V/def2-TZVPD).

XYZ file:
```
10
Properties=species:S:1:pos:R:3:nbo_charge:R:1
C -2.12 0.28 0.02 0.38
C -0.76 -0.55 0.20 -0.24
C 0.40 0.19 0.30 -0.21
C 1.82 0.00 -0.07 -0.05
C 3.00 -0.19 -0.09 -0.17
H -2.28 1.33 0.03 0.15
H -0.82 -1.63 0.24 0.23
H 0.03 1.41 -0.12 0.20
H 3.90 -0.51 -0.34 0.22
O -3.16 -0.34 -0.17 -0.51
```

E_HOMO: -10.0 eV
E_LUMO: -0.52 eV

---

Relative energies in hartree: 1 0.0529; 2 0.0032; 3 0.0000

---

1:
Entry from OMol25: an isolated ion of composition CH7N4O and charge +1 (ωB97M-V/def2-TZVPD).

XYZ file:
```
13
Properties=species:S:1:pos:R:3:nbo_charge:R:1
C -0.03 -0.60 0.33 0.38
N 1.59 0.43 1.63 -0.23
N 1.23 0.02 0.53 -0.21
N -1.05 1.38 -0.08 -0.56
N -0.03 -0.97 -1.21 -0.72
O -1.15 0.05 0.60 -0.36
H 0.02 -1.60 0.66 0.22
H 2.55 0.68 1.77 0.36
H -2.03 1.53 -0.39 0.38
H -0.87 2.15 0.66 0.40
H -0.74 -1.74 -1.41 0.45
H -0.41 -0.15 -1.75 0.46
H 0.91 -1.17 -1.34 0.45
```

E_HOMO: -13.7 eV
SMILES string: [H]/N=N/[C@H]([NH3+])ON
Total charge: +1
E_LUMO: -4.21 eV

---

2:
Entry from OMol25: CH7N4O as an isolated structure (ωB97M-V/def2-TZVPD).

XYZ file:
```
13
Properties=species:S:1:pos:R:3:nbo_charge:R:1
C 1.28 -1.18 -0.16 0.82
N 0.75 -2.28 -0.57 -0.78
N -1.16 0.01 -0.02 -0.69
N 0.03 0.28 -0.65 -0.22
N 0.69 1.37 -0.04 -0.58
O 2.23 -0.68 0.33 -0.54
H -0.12 -2.23 -1.03 0.43
H 1.24 -3.17 -0.50 0.45
H -1.10 -0.09 0.98 0.36
H -1.62 -0.67 -0.62 0.40
H 1.67 1.13 0.37 0.47
H 0.63 2.18 -0.74 0.46
H -0.03 1.68 0.72 0.43
```

E_HOMO: -13.1 eV
Total charge: +1
E_LUMO: -3.40 eV

---

Relative energies in hartree: 1 0.0396; 2 0.0000

---

1:
Entry from OMol25: a 2-piece molecular cluster, C8H10OS2 overall (ωB97M-V/def2-TZVPD).

XYZ file:
```
21
Properties=species:S:1:pos:R:3:nbo_charge:R:1
C -1.74 0.60 0.83 -0.18
C -1.13 0.38 -1.49 -0.15
C -0.59 -0.09 1.21 -0.30
C 0.03 -0.31 -1.13 -0.30
C -2.01 0.84 -0.51 -0.04
C 0.22 -0.49 0.20 0.06
C -3.23 1.62 -0.91 -0.63
C 3.66 -0.59 0.48 -0.80
O 2.19 -1.59 2.47 -0.93
S 2.62 -3.46 0.28 -0.43
S 2.28 -1.70 1.02 1.38
H -2.43 0.95 1.58 0.22
H -1.34 0.54 -2.53 0.21
H -0.37 -0.29 2.25 0.25
H 0.71 -0.69 -1.87 0.24
H -4.03 1.49 -0.19 0.22
H -2.99 2.68 -0.97 0.22
H -3.59 1.30 -1.89 0.22
H 4.49 -0.76 1.15 0.25
H 3.92 -0.85 -0.54 0.24
H 3.31 0.43 0.56 0.24
```

E_HOMO (spin up / spin down): -8.6 / -8.6 eV
E_LUMO (spin up / spin down): -0.93 / -0.93 eV

---

2:
Entry from OMol25: a 2-piece molecular cluster, C8H10OS2 overall (ωB97M-V/def2-TZVPD).

XYZ file:
```
21
Properties=species:S:1:pos:R:3:nbo_charge:R:1
C 0.00 2.22 -0.60 -0.17
C 0.09 2.08 0.76 -0.22
C -0.22 1.07 -1.34 -0.21
C -0.25 0.87 1.30 -0.15
C -0.54 -0.16 -0.79 0.04
C -0.38 -0.30 0.59 -0.19
C -1.11 -1.18 -1.69 -0.66
C -0.47 -1.59 1.30 0.41
O -0.57 -2.64 0.73 -0.56
S -0.54 -1.63 3.05 -0.03
S 3.00 -1.07 1.00 -0.27
H 0.42 3.10 -1.07 0.21
H 0.35 2.99 1.28 0.22
H -0.37 1.19 -2.37 0.21
H -0.09 0.80 2.35 0.21
H -1.75 -1.92 -1.21 0.25
H -1.96 -0.84 -2.44 0.22
H -0.37 -1.55 -2.46 0.23
H 3.81 -1.69 1.72 0.12
H -0.67 -3.05 3.07 0.18
H 2.89 -2.13 0.11 0.16
```

E_HOMO: -9.3 eV
SMILES string: Cc1ccccc1C(=O)S.S
E_LUMO: 0.16 eV

---

Relative energies in hartree: 1 0.0603; 2 0.0000